Entry P
Entry from the OMol25 dataset: a molecular structure, C32H39ClN8O3STb (wB97M-V/def2-TZVPD).

## Properties
charge: -1
LUMO energy (alpha / beta): 0.078 / 0.078 Eh
multiplicity: 7
⟨S²⟩: 12.6847
gap between HOMO and LUMO (alpha / beta): 5.93 / 5.84 eV

Cartesian coordinates (Å):
Tb 0.257 -0.781 -0.502
N 0.481 2.081 -0.828
C 1.781 2.515 -0.280
C 2.052 1.770 1.019
O 2.433 2.388 2.023
N 1.823 0.463 0.897
C 1.858 -0.325 2.127
C 0.729 -1.324 1.890
O 0.967 -2.502 1.623
O -0.442 -0.791 1.681
H 0.215 2.660 -1.615
H -0.203 2.265 -0.089
H 1.823 3.583 -0.064
H 2.570 2.275 -0.997
H 1.671 0.289 3.011
H 2.801 -0.859 2.249
S -4.263 -2.783 0.752
C -4.593 -1.107 1.009
C -5.676 -0.507 1.649
C -5.728 0.877 1.687
C -4.719 1.644 1.089
C -3.645 1.044 0.461
C -3.574 -0.348 0.432
N -2.550 -1.084 -0.152
C -2.778 -2.355 -0.094
C -1.929 -3.382 -0.739
C -2.436 -4.677 -0.875
C -1.716 -5.630 -1.571
C -0.497 -5.263 -2.133
C -0.007 -3.974 -1.961
C -0.686 -2.976 -1.249
H -6.456 -1.107 2.102
H -6.557 1.368 2.180
H -4.780 2.725 1.124
H -2.845 1.627 0.025
H -3.401 -4.943 -0.453
H -2.101 -6.636 -1.685
H 0.077 -5.986 -2.704
H 0.951 -3.745 -2.414
C -0.399 2.238 -4.980
N -1.586 1.673 -4.342
C -2.806 1.568 -5.130
C -1.424 0.890 -3.277
N -1.269 0.229 -2.349
H -0.590 3.279 -5.242
H -0.141 1.682 -5.884
H 0.441 2.187 -4.292
H -3.108 2.561 -5.463
H -3.598 1.146 -4.518
H -2.656 0.931 -6.006
C -0.796 4.826 1.946
N -1.741 4.131 2.805
C -3.086 4.675 2.710
C -1.647 2.722 2.750
N -1.032 2.185 1.772
N -2.275 2.081 3.798
C -2.461 0.642 3.793
C -2.500 2.712 5.081
H -0.759 5.875 2.251
H -1.087 4.778 0.888
H 0.193 4.383 2.045
H -3.410 4.750 1.662
H -3.121 5.675 3.146
H -3.795 4.041 3.239
H -0.820 1.194 1.866
H -2.200 0.211 2.835
H -3.506 0.399 4.011
H -1.829 0.169 4.552
H -2.109 3.725 5.076
H -1.991 2.146 5.869
H -3.567 2.740 5.331
Cl 2.885 -2.305 -0.625
C 3.085 -2.471 -2.355
C 3.704 -3.606 -2.840
C 3.752 -3.832 -4.210
C 3.149 -2.898 -5.050
C 2.546 -1.760 -4.538
C 2.493 -1.481 -3.155
C 1.839 -0.319 -2.588
H 4.115 -4.326 -2.141
H 4.229 -4.719 -4.605
H 3.162 -3.055 -6.124
H 2.096 -1.040 -5.214
H 2.430 0.164 -1.803
H 1.543 0.403 -3.349

Entry Q
Entry from the OMol25 dataset: a molecular structure, C32H39ClN8O3STb (wB97M-V/def2-TZVPD).

## Properties
charge: -1
LUMO energy (alpha / beta): 0.087 / 0.087 Eh
multiplicity: 7
⟨S²⟩: 12.0531
gap between HOMO and LUMO (alpha / beta): 6.09 / 6.13 eV

Cartesian coordinates (Å):
Tb 0.863 -0.539 -0.318
N -1.062 -1.653 -1.658
C -0.600 -1.837 -3.043
C 0.201 -0.597 -3.525
O -0.007 -0.169 -4.670
N 1.050 -0.165 -2.614
C 1.734 1.086 -2.878
C 1.667 2.049 -1.658
O 2.356 3.064 -1.684
O 0.866 1.726 -0.722
H -1.646 -2.452 -1.409
H -1.656 -0.812 -1.633
H -1.433 -1.988 -3.750
H 0.051 -2.722 -3.086
H 1.289 1.600 -3.744
H 2.802 0.928 -3.102
S 1.679 2.031 3.947
C -0.031 1.738 3.964
C -0.954 2.054 4.944
C -2.270 1.679 4.745
C -2.653 1.013 3.583
C -1.737 0.693 2.601
C -0.401 1.047 2.790
N 0.631 0.759 1.952
C 1.778 1.189 2.383
C 3.048 0.987 1.734
C 4.171 1.658 2.235
C 5.404 1.487 1.647
C 5.510 0.654 0.539
C 4.389 0.001 0.057
C 3.098 0.103 0.613
H -0.641 2.564 5.843
H -3.004 1.896 5.509
H -3.682 0.711 3.455
H -2.026 0.162 1.704
H 4.060 2.334 3.077
H 6.274 1.995 2.042
H 6.475 0.518 0.057
H 4.520 -0.635 -0.818
C 5.235 -3.842 -2.453
N 4.277 -2.806 -2.763
C 4.684 -1.759 -3.675
C 3.244 -2.614 -1.993
N 2.302 -2.447 -1.348
H 6.159 -3.419 -2.044
H 5.477 -4.398 -3.363
H 4.809 -4.528 -1.723
H 5.558 -1.219 -3.292
H 3.862 -1.056 -3.802
H 4.935 -2.199 -4.642
C -4.513 2.497 -2.499
N -4.049 1.496 -1.554
C -4.138 0.157 -2.103
C -2.867 1.770 -0.868
N -1.953 0.884 -0.824
N -2.831 3.015 -0.265
C -4.005 3.501 0.422
C -1.591 3.498 0.305
H -4.077 2.324 -3.491
H -4.235 3.493 -2.166
H -5.602 2.435 -2.576
H -5.139 0.025 -2.512
H -3.975 -0.570 -1.309
H -3.404 -0.006 -2.900
H -1.128 1.175 -0.299
H -4.878 2.926 0.122
H -4.168 4.559 0.193
H -3.882 3.404 1.509
H -0.737 3.198 -0.305
H -1.436 3.135 1.330
H -1.635 4.588 0.332
Cl -0.726 -4.326 -0.147
C -1.431 -3.562 1.258
C -2.729 -3.859 1.594
C -3.299 -3.291 2.727
C -2.517 -2.455 3.516
C -1.217 -2.176 3.174
C -0.609 -2.671 1.991
C 0.709 -2.320 1.596
H -3.295 -4.546 0.980
H -4.311 -3.539 3.012
H -2.924 -2.027 4.424
H -0.612 -1.568 3.833
H 1.246 -3.111 1.070
H 1.306 -1.925 2.421

Which of them is the most stable? Correct choice: entry P.

Entry P
Entry from the OMol25 dataset: C4H4OS in the gas phase (wB97M-V/def2-TZVPD).

## Properties
LUMO energy: -0.003 Eh
structure (SMILES): CC1=CC(=O)S1
multiplicity: 1
gap between HOMO and LUMO: 9.08 eV

Cartesian coordinates (Å):
C -0.804 -0.501 0.601
C 0.162 0.038 -0.083
C -1.098 0.491 1.650
C 1.016 -0.142 -1.270
O -2.053 0.795 2.316
S 0.318 1.586 1.454
H -1.300 -1.451 0.336
H 0.445 -0.232 -2.072
H 1.565 -1.102 -1.243
H 1.749 0.518 -1.689

Entry Q
Entry from the OMol25 dataset: a molecular structure, C4H4OS (wB97M-V/def2-TZVPD).

## Properties
LUMO energy (alpha / beta): 0.020 / 0.020 Eh
multiplicity: 1
gap between HOMO and LUMO (alpha / beta): 8.22 / 8.23 eV

Cartesian coordinates (Å):
C 1.155 0.457 0.808
C 0.998 0.507 -0.486
C -1.064 -0.603 0.826
C -0.362 -0.040 -0.954
O -0.613 -1.244 -0.232
S -1.747 0.734 0.038
H 1.876 0.596 1.619
H 1.786 1.002 -1.224
H -1.425 -1.318 1.582
H -0.603 -0.091 -1.976

Entry R
Entry from the OMol25 dataset: C4H4OS in the gas phase (wB97M-V/def2-TZVPD).

## Properties
LUMO energy: -0.027 Eh
structure (SMILES): C#CC(=S)OC
multiplicity: 1
gap between HOMO and LUMO: 8.04 eV

Cartesian coordinates (Å):
C 0.565 -1.242 0.142
C -1.417 0.092 0.008
C -0.534 1.393 0.009
C 0.850 1.850 -0.129
H 1.232 -1.099 -0.771
H 0.841 -0.685 0.939
H 0.807 -2.346 0.056
H 1.607 2.711 0.015
O -0.858 -1.003 -0.258
S -3.091 0.329 -0.010

Which of them is the most stable? Correct choice: entry P.

Entry P
Entry from the OMol25 dataset: 2 unconnected molecules or ions with the total composition C3H6ClNO2 (wB97M-V/def2-TZVPD).

## Properties
LUMO energy: -0.005 Eh
structure (SMILES): [H]/N=C(\C)C(=O)O.Cl
multiplicity: 1
gap between HOMO and LUMO: 10.53 eV

Cartesian coordinates (Å):
C 0.378 -1.465 0.176
C 1.865 0.606 -0.199
C 0.503 0.045 0.004
N -0.601 0.668 0.038
O -0.860 -1.863 0.425
O 1.316 -2.206 0.081
Cl -4.237 0.573 0.012
H 2.616 -0.169 -0.084
H 2.048 1.411 0.511
H 1.936 1.026 -1.202
H -0.539 1.676 -0.079
H -1.451 -1.084 0.434
H -2.975 0.782 -0.117

Entry Q
Entry from the OMol25 dataset: a molecular structure, C3H6ClNO2 (wB97M-V/def2-TZVPD).

## Properties
LUMO energy: 0.015 Eh
multiplicity: 1
gap between HOMO and LUMO: 10.53 eV

Cartesian coordinates (Å):
C -1.509 1.336 0.453
C 0.988 0.110 0.934
C -0.905 -0.024 0.437
N -0.872 -0.556 -0.844
O -1.150 1.972 -0.662
O -2.014 1.841 1.430
Cl -1.820 -1.097 1.672
H 1.315 -0.713 0.188
H 1.024 -0.222 1.965
H 1.394 1.049 0.623
H -0.143 -1.260 -1.082
H -1.097 1.407 -1.523
H -1.741 -0.676 -1.356

Entry R
Entry from the OMol25 dataset: 2 unconnected molecules or ions with the total composition C3H6ClNO2 (wB97M-V/def2-TZVPD).

## Properties
LUMO energy: 0.017 Eh
structure (SMILES): C=C(C)Cl.O=NO
multiplicity: 1
gap between HOMO and LUMO: 10.29 eV

Cartesian coordinates (Å):
C -0.859 0.098 -1.348
C -1.789 0.505 1.054
C -0.877 -0.104 -0.018
N 2.976 0.146 0.502
O 2.611 -0.744 -0.511
O 3.950 0.830 0.376
Cl -0.210 -1.815 0.277
H 1.783 -1.284 -0.289
H -1.297 0.901 -1.757
H -0.378 -0.478 -2.079
H -1.100 0.747 1.825
H -2.641 -0.108 1.463
H -2.171 1.306 0.505

Entry S
Entry from the OMol25 dataset: 2 unconnected molecules or ions with the total composition C3H6ClNO2 (wB97M-V/def2-TZVPD).

## Properties
LUMO energy: 0.026 Eh
structure (SMILES): C[C@@]1(Cl)OC1=O.N
multiplicity: 1
gap between HOMO and LUMO: 11.03 eV

Cartesian coordinates (Å):
C 1.172 0.841 0.322
C -0.329 -0.428 -1.452
C 0.809 -0.327 -0.432
N -1.092 -0.040 1.365
O 1.116 1.574 1.261
O 1.816 0.732 -0.818
Cl 1.599 -1.894 0.059
H -1.264 -0.594 -0.954
H -0.156 -1.382 -1.921
H -0.395 0.481 -2.074
H -1.876 0.149 2.025
H -1.077 0.769 0.719
H -0.321 0.118 1.901

Which of them is the most stable? Correct choice: entry P.

Entry P
Entry from the OMol25 dataset: a molecular structure, C40H40ClIN2OP3RuSe2 (wB97M-V/def2-TZVPD).

## Properties
LUMO energy (alpha / beta): -0.004 / -0.015 Eh
multiplicity: 2
⟨S²⟩: 0.7597
gap between HOMO and LUMO (alpha / beta): 6.78 / 6.47 eV

Cartesian coordinates (Å):
Ru -0.771 0.632 -0.486
Se 0.666 0.072 1.532
P 3.604 -2.100 1.627
Se 1.451 -2.075 0.976
C 3.618 -1.433 3.336
C 2.512 -1.517 4.177
C 2.600 -1.107 5.500
C 3.794 -0.611 6.000
C 4.906 -0.533 5.173
C 4.820 -0.948 3.854
C 4.350 -0.731 0.653
C 4.931 -1.087 -0.566
C 5.496 -0.132 -1.398
C 5.511 1.201 -1.008
C 4.950 1.565 0.209
C 4.363 0.611 1.031
H 1.573 -1.889 3.790
H 1.728 -1.169 6.137
H 3.859 -0.286 7.031
H 5.843 -0.151 5.556
H 5.697 -0.888 3.219
H 4.942 -2.131 -0.859
H 5.945 -0.430 -2.337
H 5.972 1.949 -1.641
H 4.981 2.599 0.529
H 3.928 0.907 1.975
Cl -1.797 7.295 1.656
C -2.001 5.607 1.290
C -3.228 5.024 1.436
C -3.416 3.655 1.188
I -5.273 2.799 1.570
C -2.377 2.841 0.749
O -2.459 1.571 0.558
C -1.114 3.494 0.535
N -0.117 2.668 0.102
C 1.123 3.092 0.190
C 1.445 4.412 0.548
C 0.448 5.298 0.839
C -0.887 4.841 0.873
H -4.063 5.622 1.773
H 1.897 2.370 -0.021
H 2.483 4.710 0.577
H 0.666 6.326 1.091
C 1.746 -0.685 -2.538
P 0.628 0.717 -2.305
C 1.760 2.127 -2.555
C -0.338 0.827 -3.880
C -1.610 1.634 -3.616
P -2.373 0.795 -2.175
C -2.905 -0.771 -2.954
C -3.968 1.592 -1.867
H 2.263 -0.618 -3.498
H 1.181 -1.612 -2.467
H 2.471 -0.684 -1.724
H 2.161 2.044 -3.567
H 2.595 2.092 -1.860
H 1.242 3.080 -2.452
H -0.590 -0.187 -4.202
H 0.287 1.268 -4.657
H -2.271 1.675 -4.484
H -1.359 2.657 -3.321
H -3.297 -0.560 -3.951
H -3.698 -1.211 -2.350
H -2.095 -1.493 -3.016
H -4.620 1.458 -2.731
H -3.836 2.656 -1.665
H -4.414 1.139 -0.983
N -0.998 -1.283 -0.657
C -1.759 -2.237 -0.345
C -3.064 -2.040 0.357
C -3.149 -1.175 1.442
C -4.369 -0.964 2.069
C -5.510 -1.602 1.608
C -5.430 -2.472 0.527
C -4.209 -2.701 -0.087
C -1.358 -3.641 -0.677
C -1.682 -4.696 0.172
C -1.250 -5.983 -0.111
C -0.504 -6.234 -1.253
C -0.185 -5.189 -2.110
C -0.607 -3.903 -1.819
H -2.256 -0.676 1.796
H -4.425 -0.290 2.913
H -6.463 -1.428 2.092
H -6.318 -2.978 0.168
H -4.140 -3.397 -0.915
H -2.261 -4.503 1.066
H -1.493 -6.791 0.566
H -0.171 -7.239 -1.474
H 0.394 -5.380 -3.005
H -0.352 -3.081 -2.474

Entry Q
Entry from the OMol25 dataset: a molecular structure, C40H40ClIN2OP3RuSe2 (wB97M-V/def2-TZVPD).

## Properties
LUMO energy (alpha / beta): -0.004 / -0.017 Eh
multiplicity: 2
⟨S²⟩: 0.7610
gap between HOMO and LUMO (alpha / beta): 6.77 / 6.39 eV

Cartesian coordinates (Å):
Ru 0.082 0.782 0.755
Se -1.257 -0.555 -0.945
P -0.402 -3.707 -2.531
Se 0.409 -1.639 -2.201
C -2.134 -3.464 -3.076
C -2.578 -2.288 -3.673
C -3.871 -2.196 -4.169
C -4.737 -3.275 -4.074
C -4.301 -4.455 -3.484
C -3.008 -4.549 -2.995
C -0.652 -4.337 -0.826
C 0.386 -5.093 -0.279
C 0.295 -5.609 1.006
C -0.852 -5.393 1.757
C -1.896 -4.651 1.220
C -1.796 -4.117 -0.059
H -1.914 -1.436 -3.738
H -4.204 -1.272 -4.623
H -5.747 -3.199 -4.455
H -4.968 -5.304 -3.407
H -2.677 -5.477 -2.541
H 1.271 -5.283 -0.876
H 1.108 -6.199 1.410
H -0.939 -5.813 2.752
H -2.802 -4.496 1.795
H -2.616 -3.544 -0.471
Cl -5.791 2.970 4.036
C -4.363 2.882 3.045
C -3.899 4.004 2.420
C -2.773 3.956 1.581
I -2.210 5.666 0.539
C -2.060 2.778 1.378
O -1.057 2.644 0.583
C -2.527 1.631 2.101
N -1.805 0.494 1.884
C -2.329 -0.654 2.250
C -3.518 -0.742 2.992
C -4.181 0.398 3.343
C -3.708 1.641 2.868
H -4.424 4.940 2.551
H -1.805 -1.544 1.937
H -3.886 -1.717 3.282
H -5.084 0.363 3.936
C 2.121 -2.043 1.159
P 1.176 -0.780 2.042
C 0.293 -1.793 3.276
C 2.411 0.040 3.145
C 1.857 1.396 3.582
P 1.401 2.234 2.018
C 3.052 2.628 1.346
C 0.804 3.882 2.465
H 2.720 -2.640 1.850
H 2.751 -1.566 0.411
H 1.417 -2.685 0.628
H 1.047 -2.294 3.884
H -0.312 -2.558 2.793
H -0.339 -1.183 3.921
H 3.340 0.168 2.584
H 2.630 -0.615 3.990
H 2.572 1.971 4.173
H 0.947 1.264 4.175
H 3.698 2.977 2.154
H 2.949 3.423 0.607
H 3.505 1.772 0.851
H 1.593 4.440 2.971
H -0.072 3.814 3.112
H 0.505 4.396 1.552
N 1.517 0.803 -0.529
C 2.033 1.440 -1.486
C 1.544 2.784 -1.925
C 0.183 3.021 -2.069
C -0.266 4.277 -2.453
C 0.637 5.304 -2.678
C 2.001 5.072 -2.536
C 2.453 3.813 -2.174
C 3.183 0.846 -2.237
C 3.312 1.040 -3.610
C 4.346 0.436 -4.310
C 5.273 -0.354 -3.645
C 5.159 -0.541 -2.274
C 4.118 0.052 -1.579
H -0.520 2.218 -1.885
H -1.328 4.452 -2.562
H 0.283 6.285 -2.967
H 2.710 5.870 -2.717
H 3.517 3.622 -2.088
H 2.589 1.653 -4.133
H 4.426 0.580 -5.380
H 6.082 -0.821 -4.192
H 5.883 -1.151 -1.747
H 4.020 -0.093 -0.510

Which of them is the most stable? Correct choice: entry Q.